No. 1
Entry from the OMol25 dataset: a 2-piece molecular cluster, C10H19FSi overall (ωB97M-V with the def2-TZVPD basis set).

- LUMO energy: 0.8 eV
- Energy above the lowest of the compared OMol25 structures with the same formula, charge and spin: 74.6 kJ/mol
- SMILES: C#C[Si@@H](F)C(C)(C)C.C=C(C)C

ORCA input file:
```
! wB97M-V def2-TZVPD RIJCOSX def2/J DEFGRID3
* xyz 0 1
C -0.128 3.185 4.213
C -0.127 2.293 3.389
C -2.519 1.207 -2.421
C -1.919 -1.108 -2.449
C -0.735 0.571 -3.994
C 2.797 1.489 2.208
C 1.798 -0.421 3.477
C 2.148 -0.542 0.911
C -1.619 0.205 -3.061
C 1.800 0.307 2.113
F -0.199 2.080 0.646
Si -0.036 1.104 1.937
H -0.169 3.417 5.236
H -2.346 2.239 -2.620
H -3.661 1.166 -2.688
H -2.424 1.077 -1.414
H -0.868 -1.390 -2.065
H -2.261 -1.966 -3.144
H -2.668 -0.992 -1.570
H -0.727 1.420 -4.627
H -0.018 -0.125 -4.402
H -0.984 0.044 1.873
H 3.736 1.084 2.722
H 3.138 1.830 1.245
H 2.625 2.274 2.967
H 1.361 -1.367 3.384
H 1.078 0.087 4.157
H 2.650 -0.261 4.064
H 3.059 -1.064 1.085
H 1.273 -1.361 0.763
H 2.119 0.050 0.063
*
```


No. 2
Entry from the OMol25 dataset: C3H3Cl9F3V2 as an isolated structure (ωB97M-V with the def2-TZVPD basis set).

- LUMO energy (alpha / beta): -8.3 / -7.5 eV
- Energy above the lowest of the compared OMol25 structures with the same formula, charge and spin: 1367.1 kJ/mol

ORCA input file:
```
! wB97M-V def2-TZVPD RIJCOSX def2/J DEFGRID3
* xyz 1 7
V 2.660 3.055 -1.376
V 2.258 1.678 2.912
F 1.616 4.652 1.495
F 0.762 0.656 0.093
F 4.848 1.860 0.757
C -2.971 -3.078 0.642
Cl -4.660 -2.545 0.478
Cl -2.871 -4.733 0.068
Cl -2.334 -2.808 2.272
H -2.254 -2.491 0.068
C -3.246 4.141 -0.858
Cl -2.680 5.766 -0.541
Cl -4.499 4.189 -2.135
Cl -3.923 3.273 0.613
H -2.378 3.583 -1.210
C 3.855 -3.341 -0.683
Cl 3.779 -3.218 1.095
Cl 2.801 -4.582 -1.406
Cl 5.614 -3.685 -1.157
H 3.622 -2.374 -1.128
*
```


No. 3
Entry from the OMol25 dataset: a 3-piece molecular cluster, C4H11NO2 overall (ωB97M-V with the def2-TZVPD basis set).

- LUMO energy: 0.5 eV
- Energy above the lowest of the compared OMol25 structures with the same formula, charge and spin: 459.4 kJ/mol
- SMILES: C=C/C=C/N.O.O

ORCA input file:
```
! wB97M-V def2-TZVPD RIJCOSX def2/J DEFGRID3
* xyz 0 1
N -0.240 0.662 1.882
C 0.598 -0.322 1.234
C 1.298 0.024 0.100
C 1.470 -0.980 -0.995
C 1.858 -0.647 -2.220
H -0.495 1.483 1.390
H -1.136 0.191 2.107
H 0.901 -1.096 1.969
H 1.882 0.883 0.124
H 0.829 -1.902 -1.037
H 1.956 -1.364 -2.885
H 2.070 0.407 -2.476
H 0.659 3.571 -1.505
H -0.149 2.290 -1.256
O 0.591 2.699 -1.000
H -3.240 -1.698 1.415
H -4.833 -1.971 1.354
O -4.019 -2.230 1.801
*
```


No. 4
Entry from the OMol25 dataset: C6H10O3 in the gas phase (ωB97M-V with the def2-TZVPD basis set).

- LUMO energy: 1.1 eV
- Energy above the lowest of the compared OMol25 structures with the same formula, charge and spin: 212.1 kJ/mol
- SMILES: CO[C@H]1C=C[C@@H](OC)O1

ORCA input file:
```
! wB97M-V def2-TZVPD RIJCOSX def2/J DEFGRID3
* xyz 0 1
C 1.714 1.921 1.358
C 0.733 -0.148 1.105
C -1.049 -0.635 -0.358
C -2.198 0.597 -2.032
C -0.080 -1.837 -0.194
C 0.939 -1.546 0.562
H 0.673 2.355 1.097
H 2.502 2.493 0.893
H 1.877 1.910 2.437
H 0.436 -0.171 2.207
H -2.089 -0.891 -0.025
H -3.100 0.042 -1.798
H -2.291 1.537 -1.441
H -2.134 0.843 -3.110
H -0.383 -2.815 -0.574
H 1.697 -2.265 0.903
O 1.820 0.630 0.827
O -0.457 0.410 0.439
O -1.056 -0.184 -1.670
*
```


No. 5
Entry from the OMol25 dataset: an isolated ion of composition C5H6NO2 and charge -1 (ωB97M-V with the def2-TZVPD basis set).

- LUMO energy (alpha / beta): 4.2 / 3.6 eV

ORCA input file:
```
! wB97M-V def2-TZVPD RIJCOSX def2/J DEFGRID3
* xyz -1 3
C 0.924 -1.358 0.106
C 2.176 -0.973 -0.037
C 1.167 1.076 -0.175
C 0.018 -0.285 0.209
C -1.943 1.015 -0.156
N -1.260 -0.292 0.061
O -1.913 -1.425 0.036
O 2.399 0.378 0.023
H 0.508 -2.309 0.375
H 3.185 -1.526 -0.326
H 1.099 1.815 0.682
H -1.638 1.874 0.512
H -1.604 1.185 -1.183
H -3.117 0.825 -0.126
*
```


No. 6
Entry from the OMol25 dataset: a 2-piece molecular cluster, C9H19O4PS overall (ωB97M-V with the def2-TZVPD basis set).

- LUMO energy: 0.6 eV
- SMILES: CCP(C)C(=O)OC.O=S1(=O)CCCC1

ORCA input file:
```
! wB97M-V def2-TZVPD RIJCOSX def2/J DEFGRID3
* xyz 0 1
C 1.589 5.033 1.306
C 0.833 3.864 0.665
P -0.155 3.046 2.008
C -1.637 2.306 1.176
C 0.862 1.557 2.561
O 1.471 1.657 3.613
O 0.807 0.369 1.880
C 1.549 0.362 0.662
H 2.226 5.532 0.590
H 0.866 5.715 1.725
H 2.195 4.642 2.110
H 1.555 3.189 0.224
H 0.167 4.199 -0.118
H -1.556 2.242 0.102
H -1.796 1.332 1.620
H -2.468 2.926 1.470
H 2.248 -0.461 0.657
H 2.121 1.275 0.553
H 0.903 0.263 -0.197
C -1.001 -3.635 -0.276
C -1.881 -3.984 -1.485
C -1.580 -2.955 -2.583
S 0.115 -2.421 -2.315
O 0.106 -1.025 -1.952
O 0.955 -2.904 -3.379
C 0.397 -3.389 -0.836
H -0.997 -4.432 0.466
H -1.373 -2.729 0.206
H -1.632 -4.986 -1.840
H -2.938 -3.982 -1.228
H -1.657 -3.375 -3.582
H -2.216 -2.077 -2.501
H 1.047 -2.835 -0.163
H 0.875 -4.319 -1.141
*
```


No. 7
Entry from the OMol25 dataset: C21H18BrF2N5O3 in the gas phase (ωB97M-V with the def2-TZVPD basis set).

- LUMO energy: -0.6 eV
- SMILES: C=CC(=O)Nc1cc2c(Nc3cc(F)c(Br)cc3F)ncnc2cc1OCCNC(C)=O

ORCA input file:
```
! wB97M-V def2-TZVPD RIJCOSX def2/J DEFGRID3
* xyz 0 1
O 0.387 1.000 2.455
O -3.956 0.029 3.171
F 6.433 0.004 -2.577
F 3.756 3.172 0.955
Br 8.157 0.647 0.048
N 1.787 1.820 -3.450
N 0.095 0.296 -4.019
O -2.647 -1.525 -0.574
C -0.330 0.065 2.513
C -4.261 -0.766 2.218
C -0.023 -1.738 4.081
C -0.617 -0.587 3.784
C 1.014 1.246 -4.360
C 5.628 1.984 0.398
C 4.547 1.188 -2.052
C 5.856 0.806 -1.694
C 4.392 2.369 0.103
C 6.347 1.169 -0.467
C -1.434 -0.986 -0.922
C -0.623 -0.294 0.003
C 3.742 1.889 -1.116
C -1.056 -0.910 -2.246
C 1.617 1.501 -2.201
C 0.577 0.286 -0.378
C -0.019 -0.073 -2.737
C 0.735 0.578 -1.753
N -0.848 -0.563 1.363
N 2.421 2.214 -1.313
N -4.677 -0.173 1.041
C -3.769 -2.262 2.394
C -3.783 -0.969 -1.126
C -4.957 -0.919 -0.155
H 0.703 -2.277 3.560
H -0.369 -2.222 4.983
H -1.495 -0.180 4.365
H 1.211 1.359 -5.419
H 6.070 2.269 1.345
H 4.181 0.865 -3.064
H -1.704 -1.290 -2.936
H 1.325 0.590 0.275
H -1.546 -1.244 1.629
H 1.845 2.447 -0.493
H -4.714 0.825 1.089
H -2.910 -2.448 1.760
H -3.521 -2.537 3.420
H -4.600 -2.956 2.062
H -4.115 -1.490 -2.012
H -3.617 0.098 -1.372
H -5.804 -0.386 -0.610
H -5.429 -1.919 0.031
*
```


No. 8
Entry from the OMol25 dataset: C4H8N2O in the gas phase (ωB97M-V with the def2-TZVPD basis set).

- LUMO energy: 0.9 eV
- Energy above the lowest of the compared OMol25 structures with the same formula, charge and spin: 268.0 kJ/mol
- SMILES: NN1C=CC[C@H]1O

ORCA input file:
```
! wB97M-V def2-TZVPD RIJCOSX def2/J DEFGRID3
* xyz 0 1
C -0.472 1.387 0.566
C 0.561 1.054 -0.203
C -1.054 0.175 1.221
C -0.253 -1.044 0.378
N 0.863 -0.305 -0.163
N 1.648 -0.945 -1.135
O -1.076 -1.623 -0.587
H -0.837 2.380 0.743
H 1.197 1.703 -0.781
H -0.806 0.103 2.278
H -2.128 0.054 1.085
H 0.069 -1.855 1.029
H 1.273 -0.837 -2.080
H 2.587 -0.553 -1.110
H -1.365 -0.935 -1.198
*
```


No. 9
Entry from the OMol25 dataset: a 2-piece molecular cluster, C2H2FIO overall (ωB97M-V with the def2-TZVPD basis set).

- LUMO energy (alpha / beta): -1.3 / -1.5 eV
- Energy above the lowest of the compared OMol25 structures with the same formula, charge and spin: 358.6 kJ/mol

ORCA input file:
```
! wB97M-V def2-TZVPD RIJCOSX def2/J DEFGRID3
* xyz 0 1
C 0.753 0.286 0.352
C -0.609 0.114 -0.101
O 1.037 0.533 1.502
F -1.612 0.491 0.696
I -1.269 0.119 -2.069
H 1.309 0.116 -0.548
H 0.392 -1.659 0.167
*
```


No. 10
Entry from the OMol25 dataset: a 2-piece molecular cluster, C5H13NO overall (ωB97M-V with the def2-TZVPD basis set).

- LUMO energy: 0.8 eV
- Energy above the lowest of the compared OMol25 structures with the same formula, charge and spin: 121.2 kJ/mol
- SMILES: CCC(N)=O.CC

ORCA input file:
```
! wB97M-V def2-TZVPD RIJCOSX def2/J DEFGRID3
* xyz 0 1
C 1.343 -0.370 0.671
C 2.754 -0.795 1.120
C 0.265 -0.851 1.604
O 0.011 -0.236 2.606
N -0.522 -1.935 1.418
H 1.334 0.782 0.712
H 1.102 -0.641 -0.386
H 2.792 -0.481 2.170
H -1.192 -2.314 2.102
H -0.548 -2.465 0.518
H 3.518 -0.278 0.555
H 2.798 -1.819 0.898
C -1.369 1.119 -1.174
C -2.047 1.761 -2.380
H -0.880 1.882 -0.474
H -2.013 0.438 -0.588
H -0.474 0.447 -1.300
H -2.564 0.931 -3.028
H -1.360 2.508 -2.790
H -2.950 2.316 -2.256
*
```


No. 11
Entry from the OMol25 dataset: a 4-piece molecular cluster, C19H45ClN6O12P3 overall (ωB97M-V with the def2-TZVPD basis set).

- LUMO energy: -4.3 eV

ORCA input file:
```
! wB97M-V def2-TZVPD RIJCOSX def2/J DEFGRID3
* xyz 1 1
C 1.457 -4.563 0.559
C 1.416 -4.767 -1.011
C 0.651 -3.633 -1.753
Cl 1.566 -3.291 -3.318
N -0.746 -3.891 -2.012
C -1.317 -5.101 -2.132
N -2.644 -5.003 -2.365
C -2.822 -3.640 -2.380
N -4.053 -3.172 -2.563
C -4.518 -1.786 -2.572
C -6.018 -1.818 -2.088
N -6.982 -1.315 -2.716
N -1.695 -2.921 -2.200
C -1.362 -1.510 -2.176
C -1.438 -0.892 -0.738
C -2.152 0.488 -0.570
N -0.910 -1.472 0.248
H 0.681 -5.162 1.067
H 2.442 -4.974 0.872
H 1.437 -3.489 0.825
H 2.476 -4.677 -1.330
H 1.113 -5.796 -1.273
H 0.791 -2.711 -1.152
H -0.792 -6.060 -2.061
H -4.768 -3.880 -2.714
H -3.999 -1.118 -1.861
H -4.566 -1.369 -3.605
H -6.170 -2.333 -1.114
H -6.634 -0.892 -3.584
H -2.022 -0.879 -2.803
H -0.333 -1.285 -2.535
H -2.895 0.690 -1.367
H -1.394 1.301 -0.612
H -2.649 0.459 0.424
H -1.058 -0.915 1.097
C -2.164 2.648 5.488
O -2.670 2.495 4.146
P -4.236 1.845 4.018
O -4.098 1.455 2.568
O -4.881 3.339 4.197
C -4.416 4.403 3.374
O -5.733 1.139 4.284
C -6.863 1.707 3.635
H -1.173 3.097 5.432
H -2.817 3.301 6.073
H -2.088 1.674 5.971
H -3.973 4.043 2.445
H -3.681 4.993 3.923
H -5.265 5.044 3.133
H -6.643 1.947 2.593
H -7.197 2.599 4.163
H -7.663 0.968 3.668
C 0.630 2.684 2.117
O 1.246 2.940 3.388
P 2.344 1.738 3.932
O 2.228 2.265 5.346
O 3.569 2.467 3.120
C 3.731 3.878 3.223
O 3.364 0.478 4.400
C 4.666 0.807 4.864
H -0.015 3.528 1.873
H 1.390 2.581 1.335
H 0.025 1.777 2.166
H 3.285 4.280 4.134
H 3.282 4.360 2.354
H 4.799 4.098 3.228
H 4.638 1.657 5.548
H 5.328 1.020 4.025
H 5.053 -0.063 5.394
C 4.132 -2.185 -5.280
O 3.908 -0.789 -5.532
P 4.230 0.245 -4.215
O 3.433 1.402 -4.755
O 5.810 0.335 -4.630
C 6.159 0.680 -5.967
O 4.544 0.893 -2.698
C 5.416 2.014 -2.620
H 3.921 -2.739 -6.194
H 5.171 -2.364 -4.989
H 3.463 -2.525 -4.490
H 5.367 1.235 -6.471
H 6.382 -0.227 -6.531
H 7.057 1.298 -5.937
H 5.192 2.744 -3.398
H 6.455 1.694 -2.692
H 5.266 2.477 -1.645
*
```


No. 12
Entry from the OMol25 dataset: C15H22N2O4 in the gas phase (ωB97M-V with the def2-TZVPD basis set).

- LUMO energy: 0.6 eV
- Energy above the lowest of the compared OMol25 structures with the same formula, charge and spin: 841.0 kJ/mol
- SMILES: O=C([C@H](CO)NC(=O)[C@H]1C[C@@]2(C1)C[C@]21CC1)N1CCCO1

ORCA input file:
```
! wB97M-V def2-TZVPD RIJCOSX def2/J DEFGRID3
* xyz 0 1
O 1.272 0.312 0.988
C 0.820 -0.144 -0.050
N 0.025 0.589 -0.873
C -0.344 1.948 -0.534
C 0.803 2.902 -0.865
O 0.362 4.214 -0.540
C -1.584 2.269 -1.377
O -1.685 1.856 -2.513
N -2.612 2.848 -0.683
C -2.546 3.998 0.210
C -4.014 4.164 0.558
C -4.643 3.913 -0.803
O -3.786 2.982 -1.477
C 1.064 -1.563 -0.489
C 2.412 -2.211 -0.092
C 1.612 -3.476 0.211
C 0.341 -2.665 0.348
C 1.783 -4.749 -0.415
C 1.897 -4.714 1.144
C 3.234 -5.405 1.602
C 2.751 -4.286 2.368
H -0.348 0.210 -1.729
H -0.564 2.000 0.532
H 1.671 2.603 -0.273
H 1.032 2.805 -1.930
H 1.076 4.834 -0.708
H -1.892 3.776 1.049
H -2.160 4.876 -0.314
H -4.316 3.406 1.280
H -4.255 5.149 0.953
H -5.636 3.467 -0.759
H -4.686 4.831 -1.394
H 0.863 -1.705 -1.552
H 3.218 -2.245 -0.822
H 2.749 -1.735 0.834
H 0.220 -2.317 1.376
H -0.587 -3.092 -0.024
H 0.969 -5.363 -0.787
H 2.712 -4.843 -0.974
H 3.062 -6.418 1.934
H 4.140 -5.259 1.013
H 3.337 -3.377 2.261
H 2.236 -4.384 3.316
*
```


| no. | electronic energy (Ha) | maximum force (eV/A) | M (u) |
| --- | --- | --- | --- |
| 1 | -781.68149 | 4.54 | 186.35 |
| 2 | -6444.66673 | 3.06 | 517.02 |
| 3 | -364.09320 | 6.58 | 105.14 |
| 4 | -460.26962 | 2.41 | 130.14 |
| 5 | -399.11063 | 8.61 | 112.11 |
| 6 | -1394.77545 | 1.90 | 254.29 |
| 7 | -4084.22622 | 4.90 | 506.31 |
| 8 | -341.90156 | 2.62 | 100.12 |
| 9 | -550.03704 | 2.00 | 187.94 |
| 10 | -328.27268 | 4.20 | 103.16 |
| 11 | -3466.16997 | 9.08 | 677.97 |
| 12 | -995.00122 | 1.27 | 294.35 |